(1)
{
  "formula": "C12H26B3BrO20S4",
  "method": "ωB97M-V with the def2-TZVPD basis set",
  "e_lumo_ev": 0.319,
  "total_energy_ha": -6219.148766,
  "orbital_gap_ev": 10.56,
  "homo_energy_ev": -10.24,
  "species": ["C", "C", "C", "O", "B", "O", "B", "C", "O", "B", "Br", "O", "H", "H", "H", "H", "H", "H", "H", "H", "H", "H", "C", "C", "O", "S", "O", "O", "O", "H", "H", "H", "H", "C", "C", "O", "S", "O", "O", "O", "H", "H", "H", "H", "C", "C", "O", "S", "O", "O", "O", "H", "H", "H", "H", "C", "C", "O", "S", "O", "O", "O", "H", "H", "H", "H"],
  "positions_angstrom": [[1.9347, 1.0880, 2.1597], [2.0542, 2.6022, 1.7676], [0.9302, 3.5592, 2.2946], [0.1508, 3.0543, 3.3950], [-1.1043, 2.6322, 3.0084], [-1.5917, 1.3475, 3.3337], [-2.0060, 0.7538, 2.1188], [-1.3299, -0.6374, 1.7193], [-2.9628, 1.4255, 1.3211], [-2.5546, 2.7637, 1.2059], [-2.7643, 3.5847, -0.5780], [-2.0130, 3.4556, 2.2832], [1.8512, 0.4331, 1.2658], [2.8927, 0.8009, 2.6556], [1.1055, 0.8274, 2.8476], [3.0753, 2.9713, 2.0212], [2.0129, 2.6494, 0.6502], [0.3073, 3.9127, 1.4354], [1.4380, 4.4838, 2.6668], [-2.0577, -1.2699, 1.1573], [-0.4542, -0.4585, 1.0476], [-1.0086, -1.1344, 2.6612], [-3.0357, 0.9585, -3.1071], [-3.6333, 1.3721, -4.4330], [-2.5152, 1.4679, -5.3254], [-1.4066, 0.3802, -4.9031], [-1.5631, -0.7677, -5.7255], [-0.1619, 1.0442, -4.7522], [-1.9919, 0.0341, -3.4418], [-2.5870, 1.8125, -2.5905], [-3.7668, 0.4864, -2.4532], [-4.1638, 2.3279, -4.3661], [-4.3090, 0.6034, -4.8209], [-4.4979, 6.8509, -5.2363], [-3.6959, 7.2644, -4.0197], [-3.6321, 6.0869, -3.2093], [-3.6095, 4.7889, -4.1612], [-2.2669, 4.3700, -4.3208], [-4.6491, 3.9094, -3.7336], [-4.0785, 5.5127, -5.5195], [-5.5684, 6.8338, -5.0184], [-4.3138, 7.4967, -6.0924], [-4.1596, 8.0826, -3.4734], [-2.6751, 7.5430, -4.2929], [2.8267, -3.2535, 4.0204], [1.3473, -3.3343, 3.7061], [1.2050, -2.6593, 2.4551], [2.5420, -2.8818, 1.5823], [2.3116, -3.9523, 0.6778], [3.0199, -1.6101, 1.1614], [3.4835, -3.4224, 2.7652], [3.0945, -2.2707, 4.4176], [3.1434, -4.0244, 4.7199], [0.7317, -2.8623, 4.4695], [1.0272, -4.3710, 3.5710], [4.8410, -8.5768, 1.9861], [5.3118, -7.5924, 0.9336], [4.2342, -6.6634, 0.7932], [3.4908, -6.4899, 2.2098], [3.9936, -5.3194, 2.8449], [2.1029, -6.7130, 2.0226], [4.1306, -7.7868, 2.9407], [4.1473, -9.3076, 1.5629], [5.6682, -9.0984, 2.4639], [5.5296, -8.0731, -0.0176], [6.1928, -7.0407, 1.2717]],
  "forces_ev_per_angstrom": [[0.6, -0.1, 0.0], [-0.3, -0.5, -0.6], [1.3, 1.5, -0.3], [-1.1, -0.6, -1.2], [-0.5, 0.1, 1.5], [0.7, 0.8, -1.5], [-0.2, -1.3, 0.8], [-0.9, 0.3, 0.0], [1.9, 1.0, 0.0], [-1.1, -0.1, 0.2], [0.1, 0.0, 1.1], [0.9, -0.9, -1.4], [0.0, 0.6, 0.6], [-0.8, 0.0, -0.3], [0.4, 0.4, -0.3], [-0.9, -0.1, 0.1], [0.0, 0.1, 0.8], [0.1, -0.5, 0.8], [-0.5, -0.7, -0.2], [0.6, 0.3, 0.4], [-0.6, -0.2, 0.6], [0.0, 0.2, -0.9], [0.0, 0.6, 0.2], [-0.7, -0.4, -0.1], [0.6, -0.2, 0.4], [-0.6, 0.3, 0.3], [0.3, 0.0, 0.1], [0.0, -0.2, -0.2], [0.0, -0.1, -0.6], [-0.1, -0.2, -0.1], [0.2, -0.2, 0.0], [0.5, -0.9, -0.3], [0.0, 0.0, 0.1], [-0.5, 0.3, 0.2], [0.4, 0.3, -0.3], [-0.4, -0.4, -0.2], [-0.2, 1.1, -0.1], [-0.2, -0.4, 0.1], [0.2, 0.8, 0.3], [0.4, -0.1, 0.4], [0.0, 0.0, 0.0], [0.1, -0.2, -0.1], [0.0, -0.2, 0.2], [0.0, 0.0, 0.0], [0.0, 0.5, 0.3], [-0.1, -0.6, 0.2], [0.4, 0.3, -0.2], [0.2, 0.1, 0.9], [0.3, 0.2, -0.2], [-0.2, -0.3, -0.4], [-1.7, 4.1, -0.6], [0.0, 0.0, 0.0], [0.1, -0.1, -0.3], [0.0, 0.2, -0.2], [0.0, 0.0, 0.1], [-0.1, -0.4, -0.3], [0.5, 0.1, 0.2], [-0.4, -0.3, 0.3], [0.7, -0.4, -0.2], [0.6, -4.4, 0.2], [0.0, 0.2, 0.2], [0.1, 0.4, -0.2], [0.1, 0.0, 0.0], [-0.1, 0.1, 0.2], [-0.2, 0.2, -0.1], [0.0, -0.1, 0.0]],
  "nbo_charge": [-0.64, -0.44, -0.08, -0.71, 1.33, -0.89, 1.17, -1.01, -0.89, 1.01, -0.15, -0.90, 0.23, 0.22, 0.22, 0.21, 0.21, 0.18, 0.19, 0.25, 0.26, 0.24, -0.10, -0.13, -0.69, 2.54, -0.90, -0.90, -0.69, 0.20, 0.21, 0.25, 0.18, -0.10, -0.10, -0.68, 2.54, -0.87, -0.90, -0.68, 0.19, 0.22, 0.22, 0.20, -0.10, -0.11, -0.69, 2.55, -0.90, -0.90, -0.66, 0.19, 0.22, 0.21, 0.20, -0.10, -0.10, -0.67, 2.54, -0.90, -0.89, -0.69, 0.19, 0.21, 0.21, 0.19]
}

***

(2)
{
  "formula": "C41H46I2N5O2PRuS2Si",
  "method": "ωB97M-V with the def2-TZVPD basis set",
  "s_squared": 8.80,
  "de_lowest_kj_mol": 73.5,
  "e_lumo_ev": [-2.970, -4.114],
  "total_energy_ha": -4131.649966,
  "total_charge": 1,
  "multiplicity": 6,
  "orbital_gap_ev": [6.90, 6.47],
  "homo_energy_ev": [-9.87, -10.59],
  "species": ["Ru", "C", "N", "C", "C", "N", "C", "C", "C", "C", "C", "C", "N", "C", "N", "C", "C", "C", "C", "C", "C", "N", "H", "H", "H", "H", "H", "H", "H", "H", "H", "H", "H", "H", "H", "H", "H", "I", "C", "I", "H", "H", "C", "C", "C", "C", "C", "C", "Si", "C", "C", "C", "C", "C", "C", "C", "C", "C", "C", "C", "C", "H", "H", "H", "H", "H", "H", "H", "H", "H", "H", "H", "H", "H", "H", "H", "C", "C", "C", "O", "P", "S", "S", "O", "C", "C", "C", "H", "H", "H", "H", "H", "H", "H", "H", "H", "H", "H", "H", "H", "H"],
  "positions_angstrom": [[0.4173, -0.3211, -0.2466], [2.4026, 0.3050, 2.5674], [0.9718, 0.1022, 2.4253], [0.1620, 1.2483, 2.8186], [0.1201, 2.2204, 1.6809], [0.3874, 1.8852, 0.4431], [0.2528, 3.0488, -0.3127], [0.4348, 3.2616, -1.6760], [0.1865, 4.5335, -2.1518], [-0.2249, 5.5715, -1.2999], [-0.3845, 5.3753, 0.0587], [-0.1290, 4.0926, 0.5294], [-0.1871, 3.5311, 1.7996], [3.1505, -0.0306, 1.3159], [2.6342, -0.1303, 0.1101], [3.7284, -0.2280, -0.7631], [3.7737, -0.2217, -2.1495], [5.0202, -0.2592, -2.7410], [6.1964, -0.3067, -1.9806], [6.1638, -0.2894, -0.5992], [4.9050, -0.2359, -0.0179], [4.4947, -0.1220, 1.3049], [2.8245, -0.2445, 3.4148], [2.5946, 1.3655, 2.7597], [0.6601, -0.7486, 2.8765], [0.5338, 1.7421, 3.7241], [-0.8523, 0.9022, 3.0201], [0.7572, 2.4661, -2.3362], [0.3147, 4.7370, -3.2070], [-0.4137, 6.5518, -1.7162], [-0.6927, 6.1787, 0.7139], [-0.4678, 3.9926, 2.6481], [2.8737, -0.1596, -2.7436], [5.0887, -0.2483, -3.8210], [7.1521, -0.3365, -2.4862], [7.0701, -0.2968, -0.0091], [5.0900, -0.0438, 2.1122], [-3.1733, 2.8999, -0.5771], [-4.5514, 1.4159, -0.6903], [-1.9035, -0.8389, 0.9577], [-4.4735, 0.7083, -1.4988], [-5.2745, 1.3247, 0.1018], [0.8632, -4.4067, 4.1630], [1.7864, -3.5296, 3.6068], [1.6079, -3.0759, 2.3094], [0.5129, -3.4732, 1.5354], [-0.3851, -4.3777, 2.1047], [-0.2150, -4.8351, 3.4056], [0.2930, -2.8733, -0.2233], [-1.0642, -3.8109, -1.1183], [-0.7216, -4.5881, -2.2316], [-1.6608, -5.3726, -2.8876], [-2.9729, -5.4034, -2.4456], [-3.3328, -4.6614, -1.3286], [-2.3911, -3.8848, -0.6731], [1.8746, -3.1017, -1.1964], [1.9031, -2.8454, -2.5704], [3.0002, -3.1849, -3.3450], [4.1135, -3.7589, -2.7487], [4.1194, -3.9960, -1.3809], [3.0080, -3.6796, -0.6128], [0.9952, -4.7672, 5.1747], [2.6519, -3.2189, 4.1801], [2.3577, -2.4298, 1.8716], [-1.2304, -4.7373, 1.5326], [-0.9275, -5.5337, 3.8243], [0.2970, -4.6055, -2.5953], [-1.3583, -5.9649, -3.7420], [-3.7088, -6.0098, -2.9576], [-4.3503, -4.6915, -0.9608], [-2.7037, -3.3310, 0.2006], [1.0465, -2.3954, -3.0526], [2.9866, -2.9819, -4.4088], [4.9775, -4.0195, -3.3465], [4.9846, -4.4486, -0.9133], [3.0204, -3.9174, 0.4440], [-1.8031, -1.9206, -6.6651], [-1.4286, -2.2679, -5.2409], [-2.5833, -2.1536, -4.2680], [-0.2471, -1.4709, -4.8652], [-0.1302, -0.0050, -4.3132], [1.5653, 0.8193, -4.6474], [-0.6955, -0.1535, -2.2758], [-1.4089, 0.7032, -4.9218], [-1.7836, 2.0782, -4.5823], [-3.2871, 2.0711, -4.4320], [-1.2919, 3.0108, -5.6665], [-2.5490, -2.6305, -7.0247], [-0.9322, -1.9753, -7.3170], [-2.2246, -0.9171, -6.7192], [-1.0280, -3.2816, -5.1985], [-3.0256, -1.1590, -4.2872], [-2.2843, -2.3985, -3.2494], [-3.3457, -2.8722, -4.5737], [-1.3193, 2.3215, -3.6217], [-3.7602, 1.7939, -5.3756], [-3.6383, 3.0617, -4.1439], [-3.5922, 1.3614, -3.6620], [-1.7380, 2.7418, -6.6250], [-0.2083, 2.9689, -5.7601], [-1.5874, 4.0332, -5.4249]],
  "forces_ev_per_angstrom": [[0.6, 0.4, -0.5], [0.0, 0.0, 0.0], [0.1, 0.0, 0.0], [0.0, 0.0, -0.1], [0.0, 0.0, 0.0], [0.0, 0.0, 0.1], [0.1, -0.1, 0.0], [0.0, 0.1, 0.0], [0.0, 0.0, 0.0], [0.0, 0.0, 0.0], [0.0, 0.0, 0.0], [0.0, 0.0, 0.1], [0.0, 0.0, 0.0], [0.0, 0.0, 0.0], [0.0, -0.1, 0.2], [0.0, 0.0, 0.0], [0.0, -0.1, 0.0], [0.0, 0.0, 0.0], [0.0, 0.0, 0.0], [0.0, 0.0, 0.0], [0.0, 0.0, 0.0], [0.0, 0.0, 0.0], [0.0, 0.0, 0.0], [0.0, 0.0, 0.0], [0.0, 0.0, 0.0], [0.0, 0.0, 0.0], [0.0, 0.0, 0.0], [0.0, 0.0, 0.0], [0.0, 0.0, 0.0], [0.0, 0.0, 0.0], [0.0, 0.0, 0.0], [0.0, 0.0, 0.0], [0.0, 0.0, 0.0], [0.0, 0.0, 0.0], [0.0, 0.0, 0.0], [0.0, 0.0, 0.0], [0.0, 0.0, 0.0], [-0.1, 0.0, 0.0], [0.0, 0.0, 0.0], [-0.3, 0.0, 0.3], [0.0, 0.0, 0.0], [0.0, 0.0, 0.0], [0.0, 0.0, 0.0], [0.0, 0.0, 0.0], [0.0, 0.0, 0.0], [0.0, -0.1, 0.0], [-0.1, 0.0, 0.0], [0.0, 0.0, 0.0], [-0.2, -0.1, 0.0], [-0.1, 0.0, 0.0], [0.1, -0.1, 0.0], [0.0, 0.0, 0.0], [0.0, 0.0, 0.0], [0.0, 0.0, 0.0], [0.0, 0.0, 0.0], [0.1, 0.1, 0.1], [0.0, 0.1, 0.0], [0.0, 0.0, 0.0], [0.0, 0.0, 0.0], [0.0, 0.0, 0.0], [0.1, 0.0, 0.0], [0.0, 0.0, 0.0], [0.0, 0.0, 0.0], [0.0, 0.1, 0.0], [0.0, 0.0, 0.0], [0.0, 0.0, 0.0], [-0.1, 0.0, 0.0], [0.0, 0.0, 0.0], [0.0, 0.0, 0.0], [0.0, 0.0, 0.0], [0.0, 0.0, -0.1], [-0.1, 0.0, 0.0], [0.0, 0.0, 0.0], [0.0, 0.0, 0.0], [0.0, 0.0, 0.0], [0.0, 0.0, -0.1], [0.0, 0.0, 0.0], [0.0, 0.0, 0.0], [0.0, 0.0, 0.0], [0.0, 0.0, 0.1], [-0.2, -0.1, 0.1], [0.0, 0.1, -0.1], [-0.1, -0.1, 0.0], [0.0, 0.0, -0.1], [0.0, -0.1, 0.0], [0.0, 0.0, 0.0], [0.0, 0.0, 0.0], [0.0, 0.0, 0.0], [0.0, 0.0, 0.0], [0.0, 0.0, 0.0], [0.0, 0.0, 0.0], [0.0, 0.0, 0.0], [0.0, 0.0, 0.0], [0.0, 0.0, 0.0], [0.0, 0.0, 0.0], [0.0, 0.0, 0.0], [0.0, 0.0, 0.0], [0.0, 0.0, 0.0], [0.0, 0.0, 0.0], [0.0, 0.0, 0.0], [0.0, 0.0, 0.0]],
  "lowdin_charge": [0.73, -0.12, -0.11, -0.18, -0.34, 0.05, -0.29, -0.05, -0.07, -0.08, -0.03, -0.25, 0.19, -0.32, 0.06, -0.21, -0.04, -0.06, -0.07, -0.01, -0.18, 0.19, 0.13, 0.14, 0.08, 0.13, 0.07, 0.05, 0.11, 0.11, 0.12, 0.17, 0.01, 0.11, 0.11, 0.11, 0.17, 0.91, -0.60, 0.52, -0.05, -0.04, -0.07, -0.08, -0.15, -0.31, -0.08, -0.06, 0.59, -0.29, -0.09, -0.08, -0.08, -0.07, -0.17, -0.30, -0.15, -0.07, -0.06, -0.06, -0.08, 0.11, 0.11, 0.08, 0.10, 0.11, 0.09, 0.11, 0.11, 0.11, 0.00, 0.06, 0.12, 0.11, 0.11, 0.09, -0.04, -0.40, -0.06, -0.31, -0.08, 0.38, 0.30, -0.32, -0.46, -0.05, -0.04, 0.09, 0.09, 0.08, 0.14, 0.07, 0.04, 0.10, 0.08, 0.09, 0.08, 0.05, 0.09, 0.05, 0.09]
}

***

(3)
{
  "formula": "C3H10OS2",
  "method": "ωB97M-V with the def2-TZVPD basis set",
  "de_lowest_kj_mol": 34.4,
  "smiles": "CCSSC.O",
  "e_lumo_ev": 0.608,
  "total_energy_ha": -991.898504,
  "orbital_gap_ev": 9.27,
  "homo_energy_ev": -8.66,
  "species": ["S", "S", "C", "C", "C", "H", "H", "H", "H", "H", "H", "H", "H", "O", "H", "H"],
  "positions_angstrom": [[-1.8124, 2.3222, -1.0798], [0.0842, 1.5936, -1.3826], [-2.8932, 0.8142, -1.0595], [1.8829, 0.1526, 0.1908], [0.4560, 0.7724, 0.1742], [-2.5975, 0.1250, -1.8684], [-3.9811, 0.9843, -1.1224], [-2.6670, 0.3374, -0.0909], [2.0447, -0.8313, -0.2808], [2.1423, 0.0771, 1.2602], [2.5570, 0.8854, -0.2837], [-0.4166, 0.1096, 0.3310], [0.4352, 1.5486, 0.9633], [1.3994, -2.9623, 1.7699], [2.2964, -3.3130, 1.5687], [1.0698, -2.6159, 0.9099]],
  "forces_ev_per_angstrom": [[-0.5, -0.2, -0.1], [-0.3, 0.0, -0.7], [0.8, -0.6, 0.3], [-0.4, 0.4, 0.4], [-0.2, 0.1, 0.6], [-0.1, 0.4, 0.3], [0.6, 0.5, 0.0], [-0.4, 0.0, -0.5], [-0.4, 0.5, 0.0], [0.2, -0.1, -0.5], [-0.1, -0.4, 0.2], [0.9, -0.1, 0.3], [-0.1, -0.4, -0.3], [0.6, 0.0, -1.1], [-1.0, 0.4, 0.2], [0.4, -0.4, 0.9]],
  "nbo_charge": [0.07, 0.10, -0.75, -0.62, -0.55, 0.23, 0.24, 0.21, 0.20, 0.23, 0.22, 0.21, 0.22, -0.94, 0.47, 0.47]
}